Record 1
The following is a quantum chemistry calculation of a cluster of 4 separate species, C15H37NO4 in total, from OMol25.

```
57
Properties=species:S:1:pos:R:3:forces:R:3
O 7.516898 -9.977155 -6.940885 0.1 -0.1 0.0
H 7.689660 -9.409227 -7.691785 -0.3 0.2 -0.3
H 8.296573 -9.893088 -6.392005 0.3 0.0 0.2
C 12.733824 -9.436435 -4.369041 -0.2 -0.7 -0.2
C 11.666565 -8.640999 -5.156827 0.8 0.4 -0.8
C 12.286648 -7.440965 -5.835813 2.0 0.5 -0.7
C 13.037624 -7.818865 -7.075166 0.7 0.7 -0.8
C 12.079538 -8.301438 -8.087217 -1.1 -1.4 0.2
C 11.443695 -9.658861 -7.594931 0.0 1.3 -2.4
N 10.971942 -9.492759 -6.143330 1.5 -2.2 -1.5
O 10.316767 -10.623452 -5.687086 -0.1 1.9 -0.8
C 10.273846 -9.917461 -8.582688 -0.8 -0.7 0.7
C 12.517949 -10.784150 -7.770612 -1.0 -0.6 1.1
C 10.637243 -8.039104 -4.306098 -1.7 -0.6 2.0
H 13.301454 -8.710603 -3.786739 -0.4 -0.2 0.4
H 13.485777 -10.000854 -4.920487 -0.1 0.4 -0.7
H 12.259541 -10.221322 -3.779876 -0.1 0.4 0.6
H 11.617044 -6.613257 -6.069548 -0.4 -0.3 0.2
H 13.046869 -7.074107 -5.146194 -0.4 0.3 0.3
H 13.809822 -8.559356 -6.866627 0.0 -0.1 0.0
H 13.548159 -7.015900 -7.606867 0.2 0.5 0.8
H 12.593065 -8.389677 -9.044610 -0.3 -0.7 -0.1
H 11.246986 -7.621424 -8.267606 0.1 0.4 0.2
H 9.605237 -10.757492 -8.394505 0.5 -0.5 0.6
H 9.553554 -9.099409 -8.590933 0.5 0.5 -0.4
H 10.664018 -10.142968 -9.575161 0.2 0.5 0.1
H 13.265899 -10.770293 -6.977843 0.0 -0.1 -0.1
H 11.971648 -11.727354 -7.775171 0.2 -0.2 0.3
H 13.034080 -10.777239 -8.730649 -0.2 0.7 0.0
H 11.065601 -7.254998 -3.681772 -0.1 0.1 -0.2
H 10.234662 -8.792382 -3.628887 -0.3 0.1 0.2
H 9.813266 -7.666775 -4.914804 0.1 0.3 0.1
H 10.980596 -11.208682 -5.315005 0.4 -0.5 0.6
C 6.529795 -9.524191 -2.418638 -0.2 -0.2 1.0
C 7.164834 -10.310270 -3.531724 -0.2 -0.3 -0.7
C 7.654223 -11.722083 -3.226835 -0.5 -0.7 1.2
O 6.186121 -10.483585 -4.555363 -0.3 0.4 0.2
H 5.974893 -8.668752 -2.803870 0.4 0.1 -0.1
H 7.289513 -9.232505 -1.693494 0.1 0.4 -0.1
H 5.809306 -10.067274 -1.807034 -0.1 -0.5 -0.3
H 7.965029 -9.665370 -3.894883 0.4 0.0 -0.4
H 8.593037 -11.936603 -2.716240 0.5 0.7 -0.4
H 7.528080 -12.366299 -4.096995 0.4 0.2 -0.1
H 6.976423 -12.132599 -2.478387 -0.5 -0.1 -0.1
H 6.589902 -10.341928 -5.414726 -0.3 0.0 -0.1
C 5.538468 -13.353805 -6.196027 -1.1 -0.6 -0.9
C 6.479041 -13.555753 -7.421937 -1.3 2.1 0.4
C 5.989715 -12.690667 -8.677270 0.9 -1.1 0.8
O 7.727400 -13.029665 -6.970913 0.8 -0.4 -0.6
H 6.023338 -13.528112 -5.235496 0.2 0.2 -0.3
H 4.658257 -13.996710 -6.193422 0.1 -0.5 -0.3
H 5.040717 -12.385048 -6.239042 0.6 0.4 0.2
H 6.574527 -14.607650 -7.691188 0.3 0.2 0.0
H 6.006449 -11.611338 -8.525975 -0.5 0.0 0.8
H 5.004326 -13.030878 -8.995665 0.1 0.2 -0.2
H 6.736755 -12.751448 -9.468675 -0.1 -0.7 -0.3
H 7.548649 -12.091402 -6.874390 0.1 0.2 0.1
```
Positions in Å, forces in eV/Å.

Calculated values
- HOMO level (alpha / beta): -11.90 / -11.90 eV
- Orbital gap (alpha / beta): 9.1 / 4.6 eV
- LUMO energy (alpha / beta): -2.770 / -7.346 eV
- Energy above the lowest of the compared OMol25 structures with the same formula, charge and spin: 0.0 kJ/mol
- Spin multiplicity: 2
- Charge: +1
- <S²>: 0.754

---

Record 2
The following is a quantum chemistry calculation of a structure of composition C15H38BrO7PSi2, from OMol25.

```
64
Properties=species:S:1:pos:R:3:forces:R:3
C 4.165068 3.571217 -1.525929 -0.3 -0.5 -0.3
C 3.432927 2.986511 -2.823472 0.2 1.8 0.7
O 4.306976 2.201500 -3.640069 -0.9 -0.8 0.8
C 3.764518 0.910622 -3.929862 0.1 -0.9 -1.1
C 2.653006 0.935812 -5.094440 1.0 0.4 0.1
Si 1.474311 -0.568435 -5.073693 -1.2 0.3 -0.4
O -0.171199 -0.206278 -4.652888 1.8 1.0 1.5
Si -0.158419 0.787261 -3.217943 -0.4 -0.6 -1.4
C -1.338491 0.151251 -1.862565 0.7 -0.9 0.7
C -0.604849 -1.102819 -1.170383 0.3 0.4 -0.1
O 0.653317 -0.702804 -0.537504 -0.8 0.0 -0.4
C -0.353473 2.635591 -3.648910 -0.5 0.0 -0.1
C -1.831075 3.204546 -3.542967 1.2 1.8 -0.2
C -1.694827 4.752024 -3.157028 0.1 -0.5 0.0
Br -2.651752 3.215895 -5.380136 0.1 -0.4 0.9
H 5.215931 3.905691 -1.766862 -1.2 -0.4 0.2
H 4.185049 2.778405 -0.719652 0.2 0.8 -0.9
H 3.567262 4.441688 -1.117707 0.7 -0.9 -0.5
H 2.522234 2.442771 -2.453038 0.8 0.2 -0.7
H 3.107307 3.880062 -3.446065 0.1 -1.0 0.7
H 4.614691 0.287190 -4.350705 -0.8 0.8 0.6
H 3.409936 0.354903 -3.011056 0.2 0.9 -0.7
H 3.241553 0.865875 -6.065404 -0.8 0.1 1.0
H 2.129200 1.938171 -5.141897 0.4 -1.1 0.2
H 1.478195 -1.131799 -6.442210 -0.2 0.1 0.0
H 1.959586 -1.666103 -4.203561 0.1 0.2 0.2
H 1.212657 0.631164 -2.676708 -0.1 0.0 0.0
H -1.399549 0.937957 -1.047499 -0.4 -0.7 -0.9
H -2.351608 -0.171803 -2.237363 1.0 0.6 0.5
H -0.297965 -1.874683 -1.942813 -0.6 0.8 0.9
H -1.230996 -1.575579 -0.363913 0.3 0.4 -1.0
H 0.587561 0.218273 -0.242021 -0.1 -0.4 -0.1
H 0.041951 2.806582 -4.695976 -0.4 -0.1 1.2
H 0.311322 3.218251 -2.943822 -0.7 -0.5 -0.6
H -2.505350 2.643870 -2.846472 0.6 0.5 -0.8
H -0.945993 5.265823 -3.836280 -0.9 -0.8 0.7
H -1.272044 4.806114 -2.112188 -0.6 0.1 -0.9
H -2.663396 5.310774 -3.244814 0.9 -0.6 0.3
O -3.142285 -1.432264 3.345631 2.7 2.6 -2.1
P -1.693961 -1.606024 3.808101 -2.0 -5.9 5.7
O -1.520775 -3.217662 3.451735 0.3 0.9 -0.6
C -1.314297 -3.566039 2.086051 0.2 -0.2 -0.4
C 0.034166 -3.091092 1.572633 0.0 0.0 0.1
O -2.067988 -1.689193 5.422731 0.7 0.8 -0.5
C -3.316993 -1.247266 5.944445 -0.4 -0.1 0.1
C -4.304190 -2.397353 6.017000 0.0 -0.2 0.0
O -0.040114 -1.532778 4.218479 -1.5 1.7 -2.5
C 0.474666 -1.640608 5.545135 0.3 0.4 0.9
C 0.421592 -3.054945 6.090965 -0.1 -0.3 -0.3
H -2.125901 -3.157557 1.474406 0.0 0.0 0.0
H -1.366015 -4.654578 2.020782 -0.1 0.1 0.2
H 0.079706 -1.999336 1.546802 0.1 0.0 -0.1
H 0.215017 -3.457061 0.560182 0.0 0.0 0.0
H 0.840377 -3.437814 2.221342 -0.1 0.0 0.0
H -3.710276 -0.407207 5.370515 0.0 -0.2 -0.1
H -3.129775 -0.870080 6.954253 0.2 -0.1 -0.1
H -4.379138 -2.935765 5.070408 0.0 0.2 -0.1
H -5.297725 -2.038289 6.292926 0.0 0.0 0.0
H -3.978166 -3.125614 6.763607 0.0 0.1 0.0
H -0.012133 -0.924941 6.208849 -0.1 -0.2 -0.1
H 1.522955 -1.331745 5.492408 -0.1 0.0 -0.3
H -0.582457 -3.475295 6.084717 0.0 0.2 0.0
H 0.791499 -3.073640 7.118453 0.1 0.1 -0.1
H 1.038641 -3.721344 5.483258 0.1 0.1 0.1
```
Positions in Å, forces in eV/Å.

Calculated values
- HOMO level: -9.71 eV
- Orbital gap: 8.4 eV
- LUMO energy: -1.331 eV
- Spin multiplicity: 1

---

Record 3
The following is a quantum chemistry calculation of a structure of composition C15H38ClI2O4P, from OMol25.

```
61
Properties=species:S:1:pos:R:3:forces:R:3
C 3.837153 -1.526055 -1.608731 0.1 0.1 -0.1
C 3.062884 -0.288517 -1.151624 0.0 -0.1 -0.2
I 3.194924 -0.069092 0.996062 0.0 0.0 0.1
C 1.595729 -0.255745 -1.576462 0.0 -0.1 0.2
I 1.427416 0.596562 -3.536954 0.0 0.0 -0.1
P 0.806316 -1.937531 -1.610087 0.1 0.0 0.0
Cl -1.169372 -1.349396 -1.456549 -0.1 0.0 0.0
H 3.412227 -1.921842 -2.535395 0.0 0.1 0.0
H 3.840906 -2.318203 -0.861614 -0.1 -0.1 0.0
H 4.874040 -1.265114 -1.813594 0.0 0.0 0.1
H 3.564019 0.610314 -1.493099 -0.1 0.1 0.0
H 1.007682 0.400403 -0.944249 0.0 0.1 0.0
H 1.014814 -2.160711 -0.221505 -0.1 0.0 0.0
C -1.024208 -1.679605 2.253196 0.0 0.0 0.0
C -0.996550 -0.371488 3.027514 0.0 0.0 0.0
C -1.141205 0.837749 2.119371 0.0 0.0 0.0
O 0.192023 -0.275763 3.810757 0.0 0.0 0.0
H -0.190560 -1.709389 1.544383 0.0 0.0 0.0
H -0.923459 -2.526795 2.932210 0.0 0.0 0.0
H -1.951227 -1.788158 1.687927 0.0 0.0 0.0
H -1.807069 -0.370697 3.760722 0.0 0.0 0.0
H -0.311505 0.869582 1.406395 0.0 0.0 0.0
H -1.123470 1.757497 2.703778 0.0 0.0 0.0
H -2.072179 0.799452 1.552393 0.0 0.0 0.0
H 0.937082 -0.274532 3.197095 0.0 0.0 0.0
C -4.119305 -3.172318 6.039709 0.0 0.0 0.0
C -3.651595 -1.726507 6.085102 0.0 0.0 0.0
C -2.242711 -1.597788 6.638611 0.0 0.1 0.0
O -4.568656 -0.917538 6.820443 0.0 0.0 0.0
H -4.131661 -3.595803 7.048323 0.0 0.0 0.0
H -5.127122 -3.236506 5.630076 0.0 0.0 0.0
H -3.452716 -3.781912 5.427700 0.0 0.0 0.0
H -3.681067 -1.310035 5.075200 0.0 0.0 0.0
H -2.203654 -1.970592 7.666522 0.0 0.0 0.0
H -1.925017 -0.555318 6.644405 0.0 0.0 0.0
H -1.530920 -2.169415 6.041090 0.0 0.0 0.0
H -4.580988 -1.235622 7.730992 0.0 0.0 0.0
C -5.069862 -0.059947 -3.912952 0.0 0.0 0.0
C -3.889997 0.585554 -4.621886 0.0 0.0 0.0
C -3.171303 -0.391941 -5.538317 0.0 0.0 0.0
O -2.982698 1.156046 -3.682194 0.0 0.0 0.0
H -4.724707 -0.892814 -3.292946 0.0 0.0 0.0
H -5.569887 0.661874 -3.267559 0.0 0.0 0.0
H -5.794704 -0.451059 -4.628588 0.0 0.0 0.0
H -4.243378 1.437127 -5.207657 0.0 0.0 0.0
H -2.777058 -1.230641 -4.956775 0.0 0.0 0.0
H -2.335369 0.097465 -6.037853 0.0 0.0 0.0
H -3.846622 -0.793000 -6.295785 0.0 0.0 0.0
H -2.635937 0.437813 -3.138492 0.1 0.1 0.0
C 6.657822 3.638728 -2.010283 0.0 0.0 0.0
C 5.658511 2.871471 -2.858569 0.0 0.0 0.0
C 5.197221 3.663558 -4.069777 0.0 0.0 0.0
O 4.538367 2.457662 -2.072167 0.0 0.0 0.1
H 6.205527 4.562191 -1.637575 0.0 0.0 0.0
H 6.972104 3.042941 -1.153665 0.0 0.0 0.0
H 7.540175 3.907651 -2.592392 0.0 0.0 0.0
H 6.110480 1.934383 -3.191415 0.0 0.0 0.0
H 4.705377 4.587185 -3.751407 0.0 0.0 0.0
H 4.486173 3.083522 -4.657638 0.0 0.0 0.0
H 6.040945 3.933633 -4.706144 0.0 0.0 0.0
H 4.087833 3.247043 -1.748068 0.0 0.0 0.0
```
Positions in Å, forces in eV/Å.

Calculated values
- HOMO level: -9.62 eV
- Orbital gap: 9.6 eV
- LUMO energy: 0.021 eV
- Spin multiplicity: 1

---

Number 1: electronic energy -949.04122 hartree. Number 2: electronic energy -4615.35949 hartree. Number 3: electronic energy -2292.21388 hartree.